# 1
C16H31CaF3P2 | wB97M-V/def2-TZVPD

Output
net charge	0
highest occupied orbital energy	-6.580	eV
E_tot	-62259.830	eV
frontier orbital gap	6.04	eV
F_max	0.032	hartree/bohr

Element x y z (Å)
1 P -0.057 -1.452 -6.001
2 P 0.311 1.717 -5.880
3 C -0.282 -0.485 -7.571
4 C 0.414 0.888 -7.538
5 H -1.370 -0.377 -7.722
6 H 0.131 -1.120 -8.372
7 H 1.486 0.791 -7.780
8 H -0.049 1.584 -8.254
9 C -1.381 2.414 -6.041
10 H -1.577 3.079 -5.191
11 H -2.135 1.618 -6.055
12 H -1.420 2.979 -6.979
13 C 1.285 3.246 -6.077
14 H 0.886 3.832 -6.917
15 H 2.340 3.003 -6.255
16 H 1.210 3.831 -5.150
17 C -1.032 -2.959 -6.315
18 H -0.923 -3.628 -5.450
19 H -0.660 -3.453 -7.225
20 H -2.092 -2.695 -6.429
21 C 1.626 -2.091 -6.347
22 H 2.368 -1.283 -6.314
23 H 1.605 -2.545 -7.348
24 H 1.882 -2.852 -5.597
25 Ca 1.342 -0.430 -0.109
26 C 0.380 1.906 -2.296
27 C -0.935 1.794 -2.517
28 C -1.651 0.783 -3.343
29 C -1.996 -0.582 -2.697
30 C -0.875 -1.494 -2.346
31 C 0.452 -1.353 -2.581
32 C 1.113 -0.305 -3.419
33 C 1.515 1.042 -2.774
34 C 0.299 -1.672 1.452
35 H 0.719 2.773 -1.705
36 H -1.580 2.547 -2.049
37 H -1.124 0.604 -4.287
38 H -2.600 1.250 -3.664
39 H -2.607 -0.386 -1.797
40 H -2.686 -1.097 -3.393
41 H -1.200 -2.397 -1.806
42 H 1.091 -2.216 -2.337
43 H 0.443 -0.053 -4.264
44 H 2.000 -0.739 -3.919
45 H 2.281 0.861 -1.973
46 H 2.120 1.593 -3.522
47 H 0.871 -1.629 2.394
48 H 0.328 -2.714 1.089
49 H -0.747 -1.438 1.694
50 F -0.156 1.179 2.689
51 C 0.003 1.252 1.325
52 F -1.273 1.535 0.837
53 F 0.701 2.455 1.118

Atoms 1-3, force components in eV/Å:
-0.4811 0.3406 -0.1541
-0.0758 -0.1970 -0.0310
-0.0941 -0.3862 0.0099

# 2
C5H8N2 | wB97M-V/def2-TZVPD

Output
net charge	0
highest occupied orbital energy (alpha / beta)	-10.646 / -8.281	eV
E_tot	-8289.228	eV
frontier orbital gap (alpha / beta)	11.21 / 6.91	eV
F_max	0.031	hartree/bohr

Element x y z (Å)
1 C 0.126 1.694 1.209
2 C 0.266 1.395 -0.268
3 C 0.896 0.169 -0.818
4 C 1.212 -0.959 0.041
5 N 1.336 -1.933 0.660
6 N -0.544 0.428 -0.963
7 C -1.374 -2.161 -0.513
8 H 0.203 0.788 1.816
9 H 0.905 2.395 1.530
10 H -0.846 2.161 1.398
11 H 0.480 2.293 -0.863
12 H 1.527 0.222 -1.707
13 H -0.903 -1.345 -1.033
14 H -2.187 -2.710 -0.984
15 H -1.097 -2.438 0.497

Atoms 1-3, force components in eV/Å:
-0.2505 -0.0901 0.0750
0.5170 0.4334 0.0736
0.5198 -0.1722 0.1204

# 3
C42H80F2N10O10 | wB97M-V/def2-TZVPD

Output
net charge	0
highest occupied orbital energy	-8.801	eV
E_tot	-85665.572	eV
frontier orbital gap	9.21	eV
F_max	0.070	hartree/bohr

Element x y z (Å)
1 F 4.779 1.529 2.440
2 C 4.563 1.927 1.184
3 C 5.470 1.488 0.242
4 C 5.430 1.953 -1.092
5 C 4.438 2.897 -1.395
6 C 3.451 3.326 -0.482
7 C 3.559 2.887 0.856
8 H 6.160 0.692 0.477
9 H 6.143 1.628 -1.835
10 H 4.346 3.268 -2.405
11 H 2.720 4.068 -0.766
12 H 3.038 3.285 1.715
13 F 0.960 -0.451 -1.917
14 C 0.739 -0.412 -0.550
15 C -0.526 -0.848 -0.121
16 C -0.793 -0.822 1.256
17 C 0.195 -0.332 2.202
18 C 1.465 0.010 1.712
19 C 1.717 -0.003 0.325
20 H -1.272 -1.223 -0.806
21 H -1.720 -1.191 1.669
22 H -0.049 -0.359 3.253
23 H 2.185 0.349 2.443
24 H 2.680 0.157 -0.136
25 C -8.354 0.867 2.688
26 N -6.946 0.391 2.898
27 C -5.932 0.688 2.059
28 C -4.559 0.119 2.429
29 O -6.072 1.390 1.061
30 H -8.559 1.095 1.642
31 H -8.512 1.795 3.238
32 H -9.184 0.210 2.946
33 H -6.701 0.004 3.798
34 H -4.567 -0.796 1.838
35 H -4.457 -0.158 3.478
36 H -3.769 0.820 2.161
37 C 1.321 -4.067 0.253
38 N 2.094 -4.458 -0.914
39 C 1.819 -4.288 -2.215
40 C 0.467 -3.860 -2.684
41 O 2.621 -4.593 -3.053
42 H 1.330 -4.849 1.012
43 H 0.372 -3.569 0.052
44 H 1.818 -3.160 0.598
45 H 3.035 -4.801 -0.784
46 H -0.400 -4.229 -2.136
47 H 0.405 -4.139 -3.736
48 H 0.385 -2.773 -2.678
49 C 5.379 1.640 -6.423
50 N 4.450 1.076 -5.491
51 C 3.149 1.397 -5.372
52 C 2.319 0.828 -4.280
53 O 2.734 2.343 -6.048
54 H 6.182 0.953 -6.689
55 H 5.719 2.513 -5.865
56 H 4.937 2.023 -7.343
57 H 4.851 0.523 -4.747
58 H 2.289 1.568 -3.479
59 H 2.771 -0.121 -3.991
60 H 1.309 0.560 -4.589
61 C -3.820 -0.517 -0.840
62 N -3.256 -0.265 -2.176
63 C -2.822 -1.212 -2.993
64 C -2.563 -0.911 -4.438
65 O -2.797 -2.392 -2.609
66 H -4.857 -0.222 -0.682
67 H -3.215 0.095 -0.170
68 H -3.917 -1.542 -0.480
69 H -3.574 0.603 -2.584
70 H -2.212 0.120 -4.479
71 H -3.415 -1.000 -5.113
72 H -1.776 -1.576 -4.795
73 C -6.210 -4.003 2.600
74 N -5.240 -4.377 1.609
75 C -4.038 -3.807 1.531
76 C -3.139 -4.269 0.375
77 O -3.709 -2.946 2.325
78 H -6.461 -4.742 3.361
79 H -7.070 -3.504 2.154
80 H -5.763 -3.196 3.182
81 H -5.536 -5.140 1.017
82 H -3.581 -4.069 -0.601
83 H -2.957 -5.341 0.309
84 H -2.234 -3.660 0.371
85 C 1.184 4.303 -4.077
86 N -0.043 4.709 -3.324
87 C -0.689 3.873 -2.515
88 C -0.278 2.451 -2.282
89 O -1.626 4.345 -1.843
90 H 0.838 3.905 -5.031
91 H 1.801 3.584 -3.538
92 H 1.815 5.174 -4.255
93 H -0.466 5.610 -3.495
94 H -1.084 1.966 -1.732
95 H 0.639 2.202 -1.749
96 H -0.199 1.954 -3.249
97 C 1.279 5.069 4.159
98 N 0.756 4.170 5.131
99 C 1.079 2.907 5.269
100 C 0.313 2.139 6.330
101 O 1.994 2.389 4.607
102 H 1.562 4.514 3.265
103 H 2.072 5.774 4.410
104 H 0.534 5.820 3.895
105 H -0.036 4.409 5.710
106 H 1.034 1.787 7.067
107 H -0.095 1.161 6.077
108 H -0.356 2.744 6.943
109 C 1.071 -1.957 5.560
110 N 0.123 -2.946 5.093
111 C 0.381 -3.683 4.019
112 C -0.714 -4.683 3.674
113 O 1.395 -3.586 3.358
114 H 0.668 -1.297 6.329
115 H 1.474 -1.315 4.777
116 H 1.971 -2.375 6.010
117 H -0.756 -3.075 5.574
118 H -0.716 -4.715 2.584
119 H -1.669 -4.362 4.090
120 H -0.561 -5.687 4.069
121 C 4.885 -2.431 -5.580
122 N 4.466 -2.487 -4.151
123 C 4.793 -1.569 -3.260
124 C 4.265 -1.677 -1.840
125 O 5.556 -0.654 -3.544
126 H 4.749 -3.427 -6.002
127 H 5.907 -2.101 -5.761
128 H 4.154 -1.719 -5.964
129 H 4.004 -3.355 -3.922
130 H 4.461 -0.797 -1.228
131 H 4.788 -2.501 -1.354
132 H 3.181 -1.789 -1.812
133 C -0.115 2.894 1.419
134 N -1.108 3.124 2.477
135 C -2.405 3.355 2.259
136 C -2.921 3.485 0.862
137 O -3.170 3.420 3.214
138 H -0.290 2.009 0.807
139 H 0.837 2.840 1.946
140 H 0.071 3.746 0.765
141 H -0.882 2.997 3.453
142 H -4.009 3.538 0.876
143 H -2.695 2.589 0.286
144 H -2.474 4.343 0.359

Atoms 1-3, force components in eV/Å:
-0.5506 -0.0354 0.4046
-0.2251 1.5546 -1.3786
0.0327 -0.5314 -1.4162

# 4
C4H11NO | wB97M-V/def2-TZVPD

Output
net charge	0
highest occupied orbital energy	-8.147	eV
E_tot	-7863.379	eV
frontier orbital gap	9.15	eV
F_max	0.022	hartree/bohr

Element x y z (Å)
1 C 1.331 0.448 -1.899
2 C 0.098 0.043 -1.034
3 C 0.109 0.663 0.335
4 C 0.342 -0.060 1.433
5 N 0.285 0.450 2.738
6 H 1.012 0.626 -2.921
7 H 2.135 -0.283 -1.812
8 H 1.746 1.382 -1.521
9 H -0.770 0.338 -1.609
10 H 0.054 -1.029 -0.944
11 H -0.159 1.711 0.400
12 H 0.569 -1.112 1.393
13 H 0.816 -0.087 3.408
14 H 0.459 1.437 2.837
15 O -2.587 -1.806 -0.531
16 H -2.038 -1.418 0.164
17 H -3.402 -1.303 -0.436

Atoms 1-3, force components in eV/Å:
-0.3473 0.1340 0.7838
0.9028 0.6017 -0.3399
-0.3248 -0.8489 -0.2760

# 5
C2H27NO11 | wB97M-V/def2-TZVPD

Output
net charge	0
highest occupied orbital energy	-9.727	eV
E_tot	-26524.149	eV
frontier orbital gap	9.94	eV
F_max	0.035	hartree/bohr

Element x y z (Å)
1 C 2.332 0.440 -0.483
2 N 1.716 1.488 -0.823
3 C 2.376 2.739 -0.405
4 H 2.001 -0.492 -0.954
5 H 3.255 0.317 0.093
6 H 1.972 3.024 0.564
7 H 2.085 3.524 -1.103
8 H 3.465 2.693 -0.458
9 O -0.610 -3.077 1.280
10 H 0.151 -3.420 0.792
11 H -0.474 -3.417 2.172
12 O 0.831 -3.031 -1.364
13 H 0.930 -3.707 -2.043
14 H 0.595 -2.262 -1.902
15 O -1.167 1.472 -1.103
16 H -1.218 0.502 -1.095
17 H -0.216 1.571 -0.910
18 O -1.211 1.516 2.467
19 H -1.003 1.349 3.384
20 H -1.626 0.717 2.106
21 O 1.224 -1.999 3.250
22 H 2.049 -2.381 2.962
23 H 1.210 -1.054 3.423
24 O -2.284 -1.086 1.731
25 H -1.427 -1.561 1.720
26 H -2.900 -1.713 2.115
27 O 1.216 0.941 2.818
28 H 1.173 1.185 1.892
29 H 1.087 1.710 3.373
30 O -2.389 -1.186 -1.501
31 H -2.094 -1.356 -0.589
32 H -3.298 -1.482 -1.388
33 O -2.154 3.420 0.562
34 H -1.970 2.686 1.169
35 H -2.397 2.897 -0.217
36 O -0.471 -1.186 -3.507
37 H -0.496 -0.271 -3.773
38 H -1.310 -1.452 -3.105
39 O 1.554 0.440 -3.493
40 H 0.895 0.998 -3.076
41 H 2.340 0.933 -3.724

Atoms 1-3, force components in eV/Å:
-0.3252 -1.2978 -1.2231
1.3083 0.4656 0.8320
-0.7684 0.3004 -0.4579

# 6
C14H25FN3O2 | wB97M-V/def2-TZVPD

Output
net charge	+1
highest occupied orbital energy	-11.761	eV
E_tot	-26194.412	eV
frontier orbital gap	9.04	eV
F_max	0.055	hartree/bohr

Element x y z (Å)
1 C 3.059 -1.637 0.817
2 O 2.580 -1.198 -0.446
3 C 3.383 -0.182 -1.045
4 C 3.188 1.176 -0.386
5 C 1.698 1.574 -0.364
6 C 1.222 1.838 1.067
7 C -0.280 1.645 1.288
8 C -1.197 2.493 0.396
9 C -1.544 1.887 -0.972
10 C -2.852 1.090 -0.977
11 N -2.895 0.108 0.116
12 C -2.142 -1.059 0.198
13 C -1.155 -1.497 -0.833
14 C -1.159 -3.031 -0.865
15 C 0.230 -3.713 -1.249
16 O -0.501 -3.559 0.158
17 N -2.397 -1.686 1.308
18 N -3.319 -0.918 1.938
19 C -3.608 0.145 1.226
20 F -4.418 1.078 1.553
21 H 3.578 -2.588 0.689
22 H 2.220 -1.774 1.497
23 H 3.756 -0.931 1.268
24 H 4.430 -0.483 -0.972
25 H 3.081 -0.120 -2.089
26 H 3.620 1.174 0.615
27 H 3.786 1.896 -0.946
28 H 1.566 2.467 -0.973
29 H 1.158 0.725 -0.778
30 H 1.717 1.099 1.702
31 H 1.559 2.810 1.425
32 H -0.475 1.872 2.338
33 H -0.474 0.575 1.178
34 H -2.120 2.714 0.938
35 H -0.701 3.445 0.212
36 H -0.756 1.265 -1.382
37 H -1.701 2.688 -1.695
38 H -2.928 0.526 -1.904
39 H -3.708 1.755 -0.918
40 H -1.411 -1.141 -1.828
41 H -0.152 -1.215 -0.510
42 H -2.048 -3.510 -1.276
43 H 1.193 -3.938 -0.785
44 H 0.606 -2.707 -1.579
45 H -3.688 -1.157 2.847

Atoms 1-3, force components in eV/Å:
0.1101 -0.1776 -0.1739
-0.2843 0.2409 0.0090
0.1198 -0.0771 0.4777

# 7
C38H60HfN9O3SSeSi | wB97M-V/def2-TZVPD

Output
net charge	+2
highest occupied orbital energy (alpha / beta)	-11.530 / -11.531	eV
E_tot	-145287.166	eV
frontier orbital gap (alpha / beta)	6.77 / 5.49	eV
multiplicity	2
F_max	0.036	hartree/bohr

Element x y z (Å)
1 Hf -0.033 -0.055 0.916
2 C 2.702 -0.560 2.743
3 N 2.014 -0.408 4.004
4 C 2.709 -0.858 5.203
5 C 1.652 -0.687 6.281
6 N 0.406 -0.594 5.511
7 C -0.793 -0.225 6.253
8 C 0.666 -0.429 4.184
9 N -0.183 -0.311 3.185
10 C -1.629 -0.503 3.366
11 C -2.416 0.347 2.365
12 N -2.337 -0.227 1.006
13 C -3.400 -0.619 0.344
14 N -3.318 -1.227 -0.866
15 C -2.164 -1.313 -1.717
16 C -4.603 -1.669 -1.377
17 C -5.580 -1.209 -0.298
18 N -4.720 -0.548 0.691
19 C -5.385 0.131 1.793
20 H 3.689 -0.108 2.827
21 H 2.222 -0.018 1.940
22 H 2.817 -1.609 2.456
23 H 3.597 -0.255 5.380
24 H 3.017 -1.902 5.094
25 H 1.801 0.223 6.867
26 H 1.611 -1.533 6.964
27 H -0.517 -0.185 7.304
28 H -1.588 -0.960 6.157
29 H -1.162 0.763 5.972
30 H -1.994 -0.247 4.350
31 H -1.877 -1.555 3.188
32 H -1.988 1.358 2.345
33 H -3.421 0.439 2.742
34 H -1.272 -1.000 -1.195
35 H -2.270 -0.660 -2.588
36 H -2.010 -2.339 -2.055
37 H -4.607 -2.752 -1.503
38 H -4.807 -1.214 -2.349
39 H -6.112 -2.043 0.160
40 H -6.319 -0.502 -0.677
41 H -6.447 0.151 1.559
42 H -5.061 1.165 1.901
43 H -5.274 -0.391 2.744
44 C 4.571 0.912 -0.651
45 S 3.795 2.134 0.424
46 C 5.280 2.861 1.140
47 O 1.444 0.035 -0.222
48 H 5.358 1.381 -1.241
49 H 3.798 0.527 -1.312
50 H 4.984 0.080 -0.080
51 H 6.003 3.099 0.361
52 H 5.747 2.195 1.868
53 H 5.000 3.790 1.637
54 C 2.281 3.050 3.433
55 C 0.938 2.879 2.800
56 C -0.123 3.911 3.060
57 O 0.665 1.916 2.106
58 H 2.157 2.999 4.521
59 H 2.672 4.044 3.211
60 H 2.968 2.281 3.096
61 H 0.277 4.822 3.501
62 H -0.855 3.482 3.751
63 H -0.642 4.138 2.129
64 C -1.637 1.251 -4.692
65 N -0.274 0.871 -5.022
66 C 0.734 0.790 -4.142
67 Se 0.929 0.716 -1.998
68 N 1.825 0.452 -4.853
69 C 1.530 0.326 -6.213
70 C 2.303 0.000 -7.319
71 C 1.652 -0.034 -8.538
72 C 0.279 0.246 -8.648
73 C -0.485 0.567 -7.541
74 C 0.178 0.598 -6.321
75 H -1.688 1.439 -3.622
76 H -2.328 0.451 -4.960
77 H -1.917 2.155 -5.232
78 H 2.732 0.343 -4.429
79 H 3.359 -0.220 -7.236
80 H 2.211 -0.283 -9.430
81 H -0.190 0.205 -9.621
82 H -1.543 0.777 -7.629
83 C 0.527 -3.458 2.718
84 Si 0.180 -2.791 0.988
85 C -1.390 -3.736 0.503
86 C 1.553 -3.394 -0.138
87 C 2.624 -4.165 0.319
88 C 3.648 -4.565 -0.537
89 C 3.616 -4.205 -1.875
90 C 2.554 -3.445 -2.356
91 C 1.546 -3.044 -1.493
92 H 0.614 -4.549 2.676
93 H -0.311 -3.231 3.385
94 H 1.438 -3.074 3.186
95 H -1.463 -4.651 1.098
96 H -1.369 -4.040 -0.548
97 H -2.302 -3.157 0.673
98 H 2.665 -4.472 1.359
99 H 4.466 -5.166 -0.158
100 H 4.408 -4.520 -2.542
101 H 2.516 -3.171 -3.405
102 H 0.728 -2.444 -1.890
103 O -0.891 1.956 0.060
104 N -1.528 2.638 -0.850
105 C -0.826 3.486 -1.627
106 C -1.464 4.236 -2.594
107 C -2.832 4.113 -2.771
108 C -3.532 3.234 -1.956
109 C -2.863 2.505 -0.998
110 H 0.232 3.526 -1.414
111 H -0.875 4.917 -3.192
112 H -3.345 4.698 -3.522
113 H -4.603 3.116 -2.047
114 H -3.324 1.811 -0.314

Atoms 1-3, force components in eV/Å:
-0.6770 1.4219 0.9416
0.0302 -0.2331 0.0439
-0.0109 0.1293 -0.1107

# 8
C30H20Cl5N4NiO3S | wB97M-V/def2-TZVPD

Output
net charge	-1
highest occupied orbital energy (alpha / beta)	-4.806 / -4.861	eV
E_tot	-158023.081	eV
frontier orbital gap (alpha / beta)	6.83 / 6.86	eV
multiplicity	3
F_max	0.021	hartree/bohr

Element x y z (Å)
1 Ni -0.463 1.622 0.123
2 C 4.526 -0.028 -3.511
3 C 3.037 0.142 -3.370
4 C 2.361 -0.365 -2.264
5 C 0.990 -0.210 -2.130
6 C 0.284 0.476 -3.107
7 C 0.936 0.984 -4.222
8 C 2.305 0.812 -4.348
9 S -1.478 0.666 -2.994
10 O -1.823 1.817 -3.805
11 O -2.111 -0.579 -3.367
12 N -1.596 0.980 -1.441
13 C -2.739 0.901 -0.702
14 C -4.043 0.586 -1.105
15 C -5.024 0.565 -0.138
16 C -4.724 0.866 1.190
17 C -3.418 1.187 1.500
18 N -2.455 1.214 0.581
19 H 4.944 -0.547 -2.650
20 H 5.025 0.939 -3.600
21 H 4.770 -0.605 -4.406
22 H 2.914 -0.886 -1.493
23 H 0.474 -0.634 -1.276
24 H 0.367 1.526 -4.966
25 H 2.817 1.214 -5.216
26 H -4.246 0.342 -2.137
27 H -6.039 0.303 -0.415
28 H -5.475 0.834 1.965
29 H -3.116 1.432 2.510
30 C -1.032 4.560 0.374
31 C -0.370 3.679 -0.601
32 C 0.878 3.373 -0.144
33 C 1.463 3.508 2.444
34 C 1.134 4.148 1.128
35 C -0.193 4.850 1.373
36 N 3.115 -0.537 1.670
37 N 3.544 -1.588 1.424
38 C 2.815 -2.823 1.514
39 C 3.575 -3.966 1.729
40 C 2.962 -5.198 1.852
41 C 1.575 -5.272 1.720
42 C 0.828 -4.137 1.461
43 C 1.440 -2.888 1.359
44 H -2.049 4.914 0.276
45 H -0.767 3.455 -1.581
46 H 1.648 2.854 -0.697
47 H 1.914 4.908 0.972
48 H -0.388 5.453 2.246
49 H 4.647 -3.847 1.813
50 H 3.550 -6.085 2.044
51 H 1.068 -6.225 1.796
52 H -0.240 -4.209 1.321
53 Cl -3.962 -1.382 4.430
54 C -2.599 -1.360 3.358
55 C -1.421 -0.684 3.670
56 Cl -1.455 0.380 5.093
57 C -0.257 -0.736 2.927
58 Cl 1.281 1.869 2.313
59 C -0.373 -1.496 1.792
60 O 0.795 -1.751 1.029
61 C -1.570 -2.010 1.293
62 Cl -1.715 -2.552 -0.351
63 C -2.683 -2.001 2.122
64 Cl -4.156 -2.760 1.622

Atoms 1-3, force components in eV/Å:
0.1191 0.7118 0.4116
0.0026 -0.0039 0.0014
-0.0062 0.0111 -0.0104